DFT (ωB97M-V/def2-TZVPD) results for 2 unconnected molecules or ions with the total composition C2H3FS2 in a non-equilibrium geometry.

Computed properties:
- Kohn-Sham gap (eV) = 8.219
- total energy (a.u.) = -974.1614
- HOMO level (eV) = -8.75
- SMILES string = FC=S.C=S
- energy above the lowest of the compared OMol25 structures with the same formula, charge and spin (eV) = 1.573

Geometry (Å):
F 1.749 0.863 -0.647
C 2.281 -0.020 0.210
S 1.570 -1.484 0.465
H 3.165 0.336 0.676
C -2.193 0.136 -0.108
S -2.597 -1.351 -0.490
H -1.142 0.621 -0.444
H -2.833 0.900 0.338

natural (NBO) population analysis, charges in e, atoms 1 to 6: -0.320, 0.133, 0.015, 0.175, -0.494, 0.114